(1)
Below is C3H5NO2 in the gas phase in a non-equilibrium geometry, with properties calculated with the ωB97M-V functional and the def2-TZVPD basis.

```
11
C3H5NO2 the ωB97M-V functional and the def2-TZVPD basis
C 0.09662 1.25310 -1.30638
C -0.47855 0.68496 1.19735
O -0.69811 0.21543 2.29906
C 0.05396 -0.55856 0.23305
O 0.33085 -0.21177 -0.98022
N 0.17224 -1.75858 0.73967
H 0.70217 1.93758 -0.70491
H 0.39980 1.26216 -2.34736
H -0.94534 1.56577 -1.18371
H -0.11421 -1.75933 1.73230
H 0.48057 -2.63077 0.32114
```

As for the SMILES: COC(N)=C=O. As for the charge: 0.

Results of the Mulliken charge analysis, in e, for atoms 1 through 5: atom 1 (C): -0.652, atom 2 (C): -0.496, atom 3 (O): -0.404, atom 4 (C): 0.804, atom 5 (O): -0.365

***

(2)
Below is C6H12 in the gas phase, with properties calculated with the ωB97M-V functional and the def2-TZVPD basis.

```
18
C6H12 the ωB97M-V functional and the def2-TZVPD basis
C -2.23891 0.23735 0.50098
C -1.07592 0.24057 -0.47710
C 0.15565 1.11001 -0.12737
C 1.08437 -0.06813 -0.50986
C 2.23275 -0.39842 0.42880
C -0.15137 -1.00008 -0.49367
H -1.88460 0.02161 1.51727
H -2.98083 -0.52636 0.23826
H -2.74795 1.20822 0.52418
H -1.43665 0.46703 -1.48805
H 0.20013 1.32528 0.94811
H 0.27885 2.05173 -0.67243
H 1.46460 0.05015 -1.53210
H 2.72928 -1.33185 0.13858
H 2.98786 0.39654 0.43305
H 1.86757 -0.51882 1.45666
H -0.26479 -1.69818 -1.32948
H -0.22002 -1.56665 0.44418
```

As for the SMILES: C[C@H]1C[C@@H](C)C1. As for the charge: 0.

Results of the Mulliken charge analysis, in e, for atoms 1 through 5: atom 1 (C): -1.526, atom 2 (C): 0.554, atom 3 (C): -0.972, atom 4 (C): 0.558, atom 5 (C): -1.527

***

(3)
Below is a gas-phase ion, C5H12N2 (charge +2) in a non-equilibrium geometry, with properties calculated with the ωB97M-V functional and the def2-TZVPD basis.

```
19
C5H12N2 the ωB97M-V functional and the def2-TZVPD basis
C -0.08618 -2.22439 -0.13008
C 0.11479 -0.77960 0.53973
C -0.22321 0.40458 -0.21696
C 0.23772 1.64656 0.01222
N -0.56853 2.77985 -0.32786
C -1.30059 3.46506 0.44318
N 1.31041 -2.74440 -0.45208
H -0.66629 -2.89450 0.52645
H -0.54993 -2.26194 -1.10898
H -0.30743 -0.76958 1.49613
H 1.11113 -0.39728 1.00088
H -0.93806 0.10462 -1.01064
H 1.03414 1.82220 0.84654
H -0.67027 2.78407 -1.39473
H -1.52122 4.43013 0.04356
H -1.83731 2.95258 1.16379
H 1.64882 -1.82565 -0.77987
H 1.69825 -2.90729 0.43210
H 1.51376 -3.58502 -1.08339
```

As for the SMILES: C=[NH+]/C=C/CC[NH3+]. As for the charge: +2.

Results of the Mulliken charge analysis, in e, for atoms 1 through 5: atom 1 (C): -0.516, atom 2 (C): -1.058, atom 3 (C): 0.151, atom 4 (C): -0.542, atom 5 (N): -0.011

***

(4)
Below is C19H27N3O6S in the gas phase in a non-equilibrium geometry, with properties calculated with the ωB97M-V functional and the def2-TZVPD basis.

```
56
C19H27N3O6S the ωB97M-V functional and the def2-TZVPD basis
C -6.72432 -1.34856 0.23309
C -5.29440 -1.02795 -0.07130
C -4.45621 -1.98721 -0.63186
C -3.14007 -1.68407 -0.93105
C -2.66400 -0.41316 -0.67153
C -3.47470 0.56025 -0.11914
C -4.78904 0.24458 0.17894
H -5.43025 0.99719 0.61261
H -3.07554 1.54331 0.07688
S -0.94999 -0.05753 -1.01304
O -0.43012 -1.05098 -1.91611
O -0.77559 1.31605 -1.37434
N -0.10975 -0.29619 0.42278
C 0.06443 -1.68480 0.80945
C 1.48869 -1.84177 1.34356
O 1.72077 -1.62897 2.52264
N 2.45801 -2.17339 0.47206
C 2.35269 -2.38645 -0.95729
H 1.36892 -2.12375 -1.33935
C 3.37968 -1.50627 -1.68347
H 3.40402 -1.76143 -2.74343
O 4.68857 -1.69717 -1.20027
C 4.75871 -1.42719 0.18001
H 5.79470 -1.60006 0.47515
C 3.81638 -2.34548 0.95885
H 3.82975 -2.11185 2.02368
H 4.11791 -3.38757 0.80430
H 4.49262 -0.37673 0.37489
H 3.08503 -0.45340 -1.57198
H 2.56628 -3.44169 -1.16862
H -0.62814 -1.95569 1.61710
H -0.13151 -2.31066 -0.05701
C -0.47579 0.56548 1.52997
H 0.24335 0.40302 2.33959
C -0.51293 2.04571 1.15469
O -1.56575 2.65811 1.22142
N 0.65434 2.64895 0.87930
C 1.93584 2.01365 0.67242
H 1.89637 0.95895 0.93292
C 2.34680 2.17263 -0.80040
H 3.36580 1.81129 -0.95693
O 2.35478 3.52571 -1.18573
C 1.07284 4.09616 -1.02154
H 1.15040 5.12865 -1.36468
C 0.64903 4.03515 0.44712
H -0.35849 4.42817 0.57917
H 1.35758 4.59691 1.06525
H 0.33684 3.54862 -1.62552
H 1.64020 1.60719 -1.42515
H 2.67123 2.52221 1.30918
H -1.47938 0.31224 1.90583
H -2.48146 -2.41048 -1.38035
H -4.83734 -2.97696 -0.83595
H -7.35576 -1.03733 -0.59931
H -7.05915 -0.81896 1.12163
H -6.86291 -2.41647 0.38089
```

As for the SMILES: Cc1ccc(S(=O)(=O)N(CC(=O)N2CCOCC2)CC(=O)N2CCOCC2)cc1. As for the charge: 0.

Results of the Mulliken charge analysis, in e, for atoms 1 through 5: atom 1 (C): -1.487, atom 2 (C): 1.044, atom 3 (C): -0.880, atom 4 (C): -0.525, atom 5 (C): -0.012

***

(5)
Below is 12 unconnected molecules or ions with the total composition H24O12 in a non-equilibrium geometry, with properties calculated with the ωB97M-V functional and the def2-TZVPD basis.

```
36
H24O12 the ωB97M-V functional and the def2-TZVPD basis
H 0.18826 -0.59745 -0.79145
H -0.87072 -1.64108 -0.47611
H 1.77691 -0.61857 -2.34991
H 2.80950 0.30544 -1.72542
H 2.84541 0.35126 2.60635
H 2.99444 -0.96067 1.85358
H 3.03101 -3.40313 0.69631
H 1.80235 -3.19411 1.56622
H 0.06195 3.61467 1.89460
H 1.02748 2.45933 1.68723
H -1.96316 -2.56804 -1.85583
H -3.14687 -3.48817 -1.60639
H -5.01482 -1.34137 0.74342
H -5.93522 -0.67492 -0.26591
H -2.96615 3.57000 -1.42891
H -1.53073 3.13365 -1.18557
H 1.58002 -0.98993 0.07961
H 2.31706 0.33604 0.17247
H 3.54129 2.03054 -0.97190
H 4.88072 1.38383 -1.28448
H -1.58214 0.46993 -0.21294
H -3.01191 0.97109 -0.09195
H -2.22328 0.07524 2.23933
H -0.84427 0.29539 1.63942
O 0.05392 -1.55006 -0.73255
O 2.72795 -0.50187 -2.24560
O 2.32996 -0.35162 2.19493
O 2.64329 -2.78753 1.32853
O 0.44283 3.05662 1.20721
O -2.62450 -2.79245 -1.19156
O -5.00329 -0.81828 -0.06604
O -2.13138 3.87641 -1.05707
O 1.79249 -0.20113 -0.43190
O 4.02504 1.58795 -1.67835
O -2.49296 0.22359 -0.40965
O -1.53050 0.73939 2.15025
```

As for the SMILES: O.O.O.O.O.O.O.O.O.O.O.O. As for the charge: 0.

Results of the Mulliken charge analysis, in e, for atoms 1 through 5: atom 1 (H): 0.386, atom 2 (H): 0.392, atom 3 (H): 0.290, atom 4 (H): 0.434, atom 5 (H): 0.292

***

(6)
Below is a molecular structure, C28H36CsGeN2O8 in a non-equilibrium geometry, with properties calculated with the ωB97M-V functional and the def2-TZVPD basis.

```
76
C28H36CsGeN2O8 the ωB97M-V functional and the def2-TZVPD basis
Cs 0.00143 -0.65994 1.69612
C 1.30119 -4.25989 2.42414
C 1.71649 -4.16123 1.10509
C 0.78273 -4.18721 0.07864
C -0.56791 -4.31036 0.37106
C -0.98319 -4.41399 1.69120
C -0.04926 -4.38936 2.71732
H 2.03125 -4.22350 3.22279
H 2.77032 -4.05538 0.87948
H 1.10632 -4.10750 -0.95150
H -1.29688 -4.31278 -0.42892
H -2.03704 -4.50346 1.92122
H -0.37606 -4.45993 3.74732
O -1.56778 4.88828 0.19404
C -1.64794 3.69786 0.43332
C -1.76060 2.59055 -0.56970
O -1.80139 2.72050 -1.78881
C -1.76583 1.32043 0.17559
C -1.87994 1.62395 1.58890
O -2.04540 0.80044 2.52668
C -1.60463 3.04730 1.77438
O -1.34066 3.59607 2.85044
O -1.64544 0.16762 -0.32748
C 3.09881 -1.34695 -1.61677
C 1.92079 -0.42775 -1.35336
O 1.82800 0.11114 -0.26474
H 4.02615 -0.82274 -1.37994
H 3.12792 -1.70278 -2.64626
H 3.01980 -2.20230 -0.94101
O 1.29206 5.33714 5.54692
C 0.07231 4.70318 5.24890
N 0.23374 3.26734 5.06602
C 0.71830 2.54775 6.08443
O 1.03334 3.04691 7.16859
C 0.89104 1.07016 5.89351
C 0.65175 0.22133 6.96527
C 0.83974 -1.13804 6.79180
C 1.27866 -1.59814 5.56059
N 1.54319 -0.79886 4.53087
C 1.34728 0.51045 4.70847
H 1.57720 4.95635 6.38873
H -0.30896 5.10085 4.31452
H -0.65157 4.87609 6.05392
H -0.22852 2.86766 4.24861
H 0.33093 0.63629 7.91124
H 0.65250 -1.83802 7.59537
H 1.42516 -2.65961 5.39003
H 1.58730 1.14677 3.86201
C -0.21114 2.54131 -6.71312
C 0.49423 1.94036 -5.50432
C 0.73522 0.44295 -5.66435
C 1.45634 -0.19577 -4.47455
Ge 0.48161 -0.14030 -2.74051
C -0.63007 -1.77072 -2.66313
C -1.50845 -2.06479 -3.88543
C -2.86212 -1.35842 -3.87151
C -2.77985 0.16152 -3.81561
H -0.37672 3.61136 -6.58477
H -1.18606 2.07229 -6.86346
H 0.37197 2.39555 -7.62610
H -0.10205 2.12715 -4.60812
H 1.45422 2.44236 -5.34425
H 1.31360 0.27457 -6.58133
H -0.22948 -0.04672 -5.82591
H 2.42529 0.29761 -4.33913
H 1.67136 -1.24896 -4.68327
H -0.16637 1.19361 -2.44012
H -1.24604 -1.69031 -1.76486
H 0.07369 -2.59957 -2.52639
H -1.69100 -3.14448 -3.93231
H -0.97821 -1.81605 -4.81053
H -3.43149 -1.71697 -3.00760
H -3.41827 -1.67078 -4.76178
H -2.39552 0.53149 -2.86446
H -3.76827 0.60670 -3.94628
H -2.14310 0.55232 -4.61579
```

As for the charge: -1.

Results of the Mulliken charge analysis, in e, for atoms 1 through 5: atom 1 (Cs): 1.255, atom 2 (C): -0.214, atom 3 (C): -0.489, atom 4 (C): -0.227, atom 5 (C): -0.306

***

Summary of DFT total energy in eV
-8773.82215; -6416.12482; -8339.23267; -47731.55393; -24956.93484; -106046.35912
(order as listed above)
Summary of HOMO in eV
-6.87; -10.36; -18.02; -8.87; -8.47; -3.65
(order as listed above)
Summary of energy relative to the best compared isomer or geometry (same formula, charge and spin) in kJ/mol
373.6; 78.7; 288.1; 209.1; 459.2; 57.9
(order as listed above)